{"formula": "C6H12N2OPV", "method": "ωB97M-V/def2-TZVPD", "total_charge": 0, "multiplicity": 3, "relative_energy_kj_mol": 143.9, "mol_weight_g_mol": 210.1, "max_force_ev_per_a": 6.65, "orbital_gap_ev": [6.16, 5.07], "species": ["C", "C", "C", "C", "C", "V", "P", "H", "H", "H", "H", "H", "H", "H", "H", "N", "C", "N", "O", "H", "H", "H", "H"], "positions_angstrom": [[0.222, -0.712, -2.099], [-0.697, 0.175, -2.795], [-0.539, 1.545, -2.346], [0.601, 1.644, -1.484], [1.061, 0.306, -1.219], [-0.825, 0.412, -0.771], [0.595, -1.940, 0.429], [0.038, -1.820, -2.358], [-1.681, -0.168, -3.183], [-1.393, 2.312, -2.539], [1.974, 0.185, -0.599], [0.932, 2.555, -1.006], [1.808, -1.845, 0.981], [1.024, -2.951, -0.456], [-0.114, -2.826, 1.297], [-1.024, 1.160, 4.286], [-0.552, 0.456, 3.201], [0.501, -0.348, 3.433], [-1.026, 0.554, 2.026], [-0.668, 1.066, 5.257], [-1.823, 1.783, 4.193], [0.833, -0.984, 2.631], [0.756, -0.513, 4.451]]}


{"formula": "C2H5OPS2", "method": "ωB97M-V/def2-TZVPD", "total_charge": 0, "relative_energy_kj_mol": 258.9, "mol_weight_g_mol": 140.2, "max_force_ev_per_a": 2.96, "orbital_gap_ev": [7.71, 7.71], "species": ["C", "C", "O", "P", "S", "S", "H", "H", "H", "H", "H"], "positions_angstrom": [[0.684, 1.801, -0.655], [1.189, 0.952, 0.204], [-0.462, -1.378, -0.983], [-0.125, -1.375, 0.568], [0.570, -3.007, 1.230], [-1.867, -0.432, 1.319], [1.261, 2.661, -1.106], [-0.306, 1.755, -1.287], [2.127, 0.910, 0.724], [-0.343, -0.378, -1.198], [-2.729, -1.509, 1.184]]}


{"formula": "C11H16O5PV", "method": "ωB97M-V/def2-TZVPD", "total_charge": 2, "multiplicity": 3, "relative_energy_kj_mol": 205.2, "mol_weight_g_mol": 310.2, "max_force_ev_per_a": 6.15, "orbital_gap_ev": [5.71, 5.79], "species": ["O", "C", "V", "O", "C", "C", "O", "C", "O", "C", "O", "H", "C", "C", "P", "C", "C", "C", "C", "H", "H", "H", "H", "H", "H", "H", "H", "H", "H", "H", "H", "H", "H", "H"], "positions_angstrom": [[-0.504, -0.605, -5.328], [-0.229, -0.429, -4.222], [0.594, 0.366, 0.645], [-2.343, -0.324, -0.190], [-1.258, -0.073, 0.159], [2.299, 0.829, 1.519], [3.320, 1.095, 2.026], [0.583, 1.966, -0.386], [0.549, 2.977, -0.969], [1.282, -1.247, -0.085], [1.693, -2.260, -0.488], [0.016, -0.205, -2.813], [-0.504, 3.083, 3.276], [0.280, 1.854, 3.735], [-0.148, 0.320, 2.840], [0.740, -1.060, 3.657], [0.807, -1.000, 5.182], [-1.921, 0.036, 3.157], [-2.385, 0.177, 4.607], [-0.300, 3.334, 2.227], [-0.194, 3.938, 3.890], [-1.587, 2.948, 3.394], [1.360, 2.012, 3.606], [0.106, 1.645, 4.799], [0.226, -1.977, 3.331], [1.756, -1.096, 3.234], [-0.169, -1.169, 5.648], [1.479, -1.792, 5.531], [1.209, -0.048, 5.545], [-2.474, 0.731, 2.506], [-2.134, -0.978, 2.783], [-2.086, 1.132, 5.056], [-3.481, 0.137, 4.618], [-2.023, -0.643, 5.236]]}


{"formula": "C38H40BrClN3O4PS2V", "method": "ωB97M-V/def2-TZVPD", "total_charge": 0, "multiplicity": 4, "relative_energy_kj_mol": 0.0, "mol_weight_g_mol": 864.2, "max_force_ev_per_a": 2.76, "orbital_gap_ev": [7.42, 8.58], "species": ["V", "N", "N", "C", "N", "S", "H", "H", "H", "H", "H", "C", "C", "C", "C", "C", "C", "P", "C", "C", "C", "C", "C", "C", "C", "C", "C", "C", "C", "C", "H", "H", "H", "H", "H", "H", "H", "H", "H", "H", "H", "H", "H", "H", "H", "Br", "C", "C", "C", "C", "C", "C", "H", "H", "H", "H", "C", "C", "C", "C", "Cl", "C", "C", "C", "O", "C", "C", "O", "O", "H", "H", "H", "H", "H", "H", "H", "H", "O", "S", "C", "C", "C", "C", "H", "H", "H", "H", "H", "H", "H", "H"], "positions_angstrom": [[0.924, -0.402, -0.550], [2.549, -1.007, 0.955], [3.734, 1.039, -0.525], [3.179, 1.700, -1.472], [3.763, 2.719, -2.169], [1.588, 1.312, -2.029], [3.207, -0.310, 0.570], [2.647, -1.917, 0.507], [4.683, 1.348, -0.315], [4.569, 3.179, -1.777], [3.164, 3.265, -2.764], [-1.137, 0.410, 5.044], [-0.611, 1.673, 4.836], [-0.124, 2.035, 3.592], [-0.150, 1.125, 2.539], [-0.693, -0.136, 2.752], [-1.186, -0.493, 3.995], [0.354, 1.471, 0.810], [1.426, 2.939, 0.982], [2.394, 3.005, 1.981], [3.268, 4.075, 2.041], [3.192, 5.088, 1.099], [2.250, 5.013, 0.083], [1.372, 3.946, 0.020], [-1.213, 2.282, 0.318], [-1.714, 3.417, 0.951], [-2.950, 3.917, 0.583], [-3.692, 3.293, -0.410], [-3.184, 2.182, -1.058], [-1.951, 1.675, -0.689], [-1.501, 0.126, 6.021], [-0.582, 2.379, 5.654], [0.278, 3.027, 3.449], [-0.704, -0.844, 1.926], [-1.597, -1.480, 4.148], [2.442, 2.219, 2.720], [4.017, 4.120, 2.819], [3.861, 5.935, 1.158], [2.208, 5.791, -0.665], [0.635, 3.888, -0.771], [-1.141, 3.912, 1.723], [-3.343, 4.796, 1.074], [-4.669, 3.671, -0.675], [-3.749, 1.705, -1.847], [-1.527, 0.813, -1.188], [1.795, -1.052, 6.959], [2.100, -1.089, 5.082], [1.478, -2.057, 4.311], [1.659, -2.046, 2.944], [2.457, -1.072, 2.337], [3.136, -0.161, 3.146], [2.937, -0.147, 4.513], [0.853, -2.804, 4.773], [1.153, -2.773, 2.325], [3.826, 0.534, 2.691], [3.439, 0.581, 5.133], [-2.527, -5.988, -0.471], [-2.782, -4.554, -0.830], [-3.852, -4.233, -1.656], [-4.144, -2.914, -1.953], [-5.448, -2.547, -3.028], [-3.418, -1.882, -1.389], [-2.344, -2.190, -0.576], [-1.999, -3.512, -0.321], [-0.882, -3.750, 0.464], [0.228, -4.261, -0.266], [0.699, -3.260, -1.361], [0.770, -3.626, -2.528], [1.009, -2.122, -0.911], [-3.472, -6.514, -0.347], [-1.965, -6.056, 0.457], [-1.967, -6.494, -1.258], [-4.462, -5.018, -2.075], [-3.673, -0.855, -1.592], [-1.747, -1.396, -0.143], [0.006, -5.220, -0.744], [1.024, -4.396, 0.474], [-0.707, -0.629, -2.321], [-1.409, -0.919, -3.591], [-1.409, 0.681, -4.544], [-0.346, 0.576, -5.624], [-0.288, -0.894, -6.029], [-0.178, -1.665, -4.731], [-1.214, 1.472, -3.822], [-2.409, 0.793, -4.962], [0.619, 0.877, -5.212], [-0.577, 1.218, -6.474], [0.553, -1.101, -6.693], [-1.207, -1.175, -6.550], [0.782, -1.534, -4.231], [-0.385, -2.728, -4.827]]}


{"formula": "CH3NO", "method": "ωB97M-V/def2-TZVPD", "total_charge": 0, "relative_energy_kj_mol": 122.0, "mol_weight_g_mol": 45.0, "max_force_ev_per_a": 6.07, "smiles": "NC=O", "orbital_gap_ev": 11.12, "species": ["C", "N", "O", "H", "H", "H"], "positions_angstrom": [[-0.661, -0.385, 0.020], [0.767, 0.349, -0.006], [-1.669, 0.245, -0.146], [-0.421, -1.379, -0.276], [1.475, -0.184, 0.456], [0.509, 1.354, -0.047]]}


{"formula": "C16H50N19O13PS", "method": "ωB97M-V/def2-TZVPD", "total_charge": 0, "mol_weight_g_mol": 779.7, "max_force_ev_per_a": 5.48, "orbital_gap_ev": 7.71, "species": ["C", "P", "O", "C", "O", "S", "O", "O", "O", "C", "C", "C", "C", "C", "N", "C", "N", "N", "H", "H", "H", "H", "H", "H", "H", "H", "H", "H", "H", "H", "H", "H", "H", "H", "H", "H", "C", "O", "N", "N", "H", "H", "H", "H", "C", "O", "N", "N", "H", "H", "H", "H", "C", "O", "N", "N", "H", "H", "H", "H", "C", "O", "N", "N", "H", "H", "H", "H", "C", "O", "N", "N", "H", "H", "H", "H", "C", "O", "N", "N", "H", "H", "H", "H", "C", "O", "N", "N", "H", "H", "H", "H", "C", "O", "N", "N", "H", "H", "H", "H"], "positions_angstrom": [[1.944, 0.521, -0.233], [1.311, -1.154, 0.055], [1.486, -1.900, -1.409], [-0.536, -1.184, 0.392], [-1.457, -1.939, -0.457], [-2.789, -1.941, 0.421], [-3.905, -1.824, -0.364], [-2.718, -3.041, 1.241], [-2.581, -0.628, 1.195], [-1.358, 0.004, 0.618], [-1.928, 0.697, -0.594], [-0.987, 1.116, -1.673], [-1.753, 1.651, -2.840], [-2.063, 0.603, -3.871], [-1.009, 0.325, -4.860], [0.001, -0.492, -4.546], [1.177, -0.123, -4.646], [-0.368, -1.747, -4.107], [2.942, 0.548, 0.103], [1.977, 0.753, -1.259], [1.390, 1.287, 0.245], [0.633, -2.007, -1.869], [-0.531, -1.728, 1.302], [-0.949, 0.672, 1.328], [-2.402, 1.575, -0.248], [-2.698, 0.115, -1.049], [-0.365, 1.883, -1.311], [-0.342, 0.314, -1.933], [-1.243, 2.454, -3.300], [-2.673, 2.024, -2.465], [-2.900, 0.933, -4.430], [-2.355, -0.299, -3.406], [-0.618, 1.179, -5.216], [1.804, -0.862, -4.379], [-1.355, -1.915, -4.210], [0.146, -2.448, -4.603], [0.640, -1.716, 4.336], [0.733, -1.184, 3.233], [-0.529, -2.240, 4.812], [1.676, -1.845, 5.203], [-0.614, -2.664, 5.717], [-1.340, -2.183, 4.228], [2.571, -1.485, 4.936], [1.548, -2.278, 6.102], [3.560, 3.337, -2.680], [3.155, 2.718, -1.702], [4.117, 4.582, -2.580], [3.487, 2.827, -3.942], [4.458, 5.097, -3.374], [4.189, 4.982, -1.666], [3.057, 1.912, -4.053], [3.825, 3.324, -4.745], [-3.773, -3.327, 6.693], [-2.636, -2.945, 6.911], [-4.546, -2.778, 5.708], [-4.361, -4.336, 7.412], [-5.480, -3.080, 5.507], [-4.143, -2.040, 5.162], [-3.818, -4.761, 8.138], [-5.292, -4.662, 7.242], [7.134, 6.616, -4.371], [6.207, 5.847, -4.561], [8.390, 6.177, -4.053], [6.987, 7.975, -4.463], [9.164, 6.791, -3.894], [8.525, 5.187, -3.979], [6.078, 8.326, -4.697], [7.736, 8.622, -4.311], [6.170, -1.573, -1.709], [6.984, -2.445, -1.471], [6.541, -0.292, -2.047], [4.819, -1.782, -1.664], [5.881, 0.439, -2.243], [7.521, -0.095, -2.091], [4.498, -2.698, -1.416], [4.143, -1.064, -1.855], [-5.417, 2.366, -0.280], [-4.433, 2.763, -0.878], [-6.374, 3.224, 0.201], [-5.642, 1.035, -0.039], [-7.189, 2.918, 0.696], [-6.236, 4.203, 0.041], [-4.962, 0.376, -0.372], [-6.446, 0.695, 0.452], [1.046, -2.618, 9.127], [1.211, -2.068, 8.051], [-0.175, -3.117, 9.492], [2.057, -2.771, 10.037], [-0.343, -3.571, 10.368], [-0.931, -3.011, 8.835], [2.958, -2.411, 9.788], [1.936, -3.218, 10.925], [-5.145, -2.311, -4.492], [-5.124, -2.020, -5.672], [-4.142, -1.965, -3.625], [-6.180, -3.014, -3.924], [-4.149, -2.197, -2.647], [-3.371, -1.450, -4.002], [-6.933, -3.286, -4.525], [-6.209, -3.260, -2.953]]}


{"formula": "C6H11N2S", "method": "ωB97M-V/def2-TZVPD", "total_charge": 1, "relative_energy_kj_mol": 519.6, "mol_weight_g_mol": 143.2, "max_force_ev_per_a": 4.39, "smiles": "C/C([NH3+])=[NH+]/C=C\\C=C\\[S-]", "orbital_gap_ev": [6.86, 6.63], "species": ["C", "C", "C", "C", "C", "C", "N", "N", "S", "H", "H", "H", "H", "H", "H", "H", "H", "H", "H", "H"], "positions_angstrom": [[1.462, -1.798, 0.341], [2.680, -1.189, 0.388], [0.198, -1.365, 0.194], [2.818, 0.200, 0.464], [-1.275, 0.631, -0.379], [-1.408, 2.046, -0.702], [-2.563, -0.082, 0.065], [-0.163, -0.080, -0.047], [4.036, 1.000, -0.259], [1.619, -2.851, 0.732], [3.572, -1.802, 0.167], [-0.490, -2.217, 0.184], [-1.246, 2.196, -1.770], [-0.938, 2.728, 0.009], [-2.488, 2.136, -0.607], [-2.926, -0.777, -0.663], [-2.285, -0.655, 0.834], [2.049, 0.762, 0.946], [0.712, 0.496, -0.079], [-3.364, 0.621, 0.183]]}